Entry 1:
Molecular formula: C10H9I2LuN3O4RhS
Method: DFT, ωB97M-V with the def2-TZVPD basis set

Last column: Mulliken spin population.
CARTESIAN COORDINATES (ANGSTROEM)
I 3.4788 0.3882 2.3819  0.23
I 3.7094 2.6794 0.6566  0.88
Lu 0.8019 0.7126 1.5606  0.13
Rh -0.7878 -1.1433 0.2702  1.68
S 1.1513 -0.5617 -1.0227  0.92
C -2.4718 -1.6690 -0.4129  0.05
C -0.9504 -2.0442 1.8894  -0.06
C 0.5130 -0.1269 -2.7401  -0.04
C 1.5169 0.8940 -3.2671  0.03
C -0.8886 0.4726 -2.7442  0.00
C 0.5886 -1.3984 -3.5786  0.01
C -0.9446 2.2076 2.3114  0.00
C -1.5531 0.6714 0.5190  0.05
O -1.2659 -2.7101 2.7818  0.05
O -3.5920 -1.7555 -0.7073  0.05
O -1.7927 2.8822 2.7082  0.01
O -2.4893 1.2845 0.1463  0.08
H 1.2509 1.2210 -4.2671  0.03
H 2.5012 0.4434 -3.3023  0.00
H 1.5519 1.7584 -2.6154  0.00
H -1.1684 0.7011 -3.7881  0.00
H -0.8888 1.4020 -2.1786  -0.01
H -1.6341 -0.1912 -2.3136  0.01
H 0.2927 -1.1799 -4.6041  0.01
H -0.0643 -2.1834 -3.1895  0.00
H 1.6132 -1.7810 -3.5709  0.00
N 0.4507 0.0425 3.5827  -0.03
C 0.4469 0.1501 4.7569  0.03
N 0.4674 0.4327 5.9862  -0.06
C 0.1904 -0.4517 6.9202  0.01
N -0.0331 -1.1473 7.8314  -0.08

For the energy, the calculation gives -3189.40483 a.u. The charge is +4. The orbital gap (alpha / beta) is 3.15 / 2.71 eV. The spin multiplicity is 5. The max |F| comes out at 8.5 eV/A. The HOMO energy (alpha / beta) is -20.871 / -21.345 eV. As for the expectation value of S²: 6.1978.

=====

Entry 2:
Molecular formula: C10H9IrN2O5
Method: DFT, ωB97M-V with the def2-TZVPD basis set

Last column: Mulliken spin population.
CARTESIAN COORDINATES (ANGSTROEM)
O 0.2630 4.4209 -3.1495  0.00
C 0.1656 3.6806 -2.2904  0.01
Ir -0.4322 -0.8708 -0.2878  1.39
O -1.1963 1.5915 1.4580  0.24
C -0.8085 0.8286 0.6407  0.63
C -1.0333 -4.4511 0.1815  0.03
O -0.8911 -5.5656 0.3918  -0.01
C 1.2816 -1.0656 -1.0609  0.25
O 2.2414 -1.1154 -1.7239  0.11
C -1.6216 -1.0514 -1.7571  0.20
O -2.1462 -1.1381 -2.7966  0.09
H -0.3321 0.3057 -1.1971  0.01
C -1.0163 -1.1956 5.2547  0.02
C -0.3490 -1.5866 4.0098  0.32
C 0.8343 -2.2789 3.7808  0.28
C 1.0015 -2.3511 2.3842  0.11
N -0.0465 -1.7072 1.7957  0.26
N -0.8429 -1.2905 2.7965  -0.01
C 2.0915 -3.0254 1.6261  0.02
H -2.0289 -1.6120 5.3257  0.03
H -0.4420 -1.5614 6.1129  0.00
H -1.0989 -0.1058 5.3508  0.03
H 1.5238 -2.6600 4.5177  0.01
H -1.6847 -0.7271 2.6406  0.01
H 2.9893 -3.0534 2.2623  0.00
H 1.8197 -4.0737 1.4187  0.00
H 2.3390 -2.5139 0.6825  -0.01

For the energy, the calculation gives -975.61240 a.u. The charge is +2. The orbital gap (alpha / beta) is 5.73 / 5.40 eV. The spin multiplicity is 5. The max |F| comes out at 6.8 eV/A. The HOMO energy (alpha / beta) is -13.204 / -17.760 eV. As for the expectation value of S²: 6.0290.

=====

Entry 3:
Molecular formula: C10H9N
Method: DFT, ωB97M-V with the def2-TZVPD basis set

Last column: Löwdin charge in e.
CARTESIAN COORDINATES (ANGSTROEM)
C -3.1198 -0.0535 -0.0362  -0.14
C -2.4792 1.2051 0.1831  -0.08
C -1.1249 1.2276 0.1557  -0.08
C -0.4036 0.0970 -0.0164  -0.17
C 1.0927 0.0606 -0.0078  -0.26
C 1.9585 1.1311 -0.2665  0.02
C 3.3289 0.6047 -0.1669  -0.06
C 3.2237 -0.6469 0.1438  -0.09
N 1.8031 -1.0046 0.2189  0.07
C -1.1089 -1.1027 -0.1761  -0.07
C -2.4266 -1.1742 -0.1681  -0.18
H -4.3612 -0.2072 0.0218  0.16
H -3.1809 2.0648 0.2804  0.11
H -0.4682 2.1689 0.5286  0.17
H 1.6674 1.8640 -0.7171  0.00
H 4.0294 1.2017 -0.3227  0.02
H 3.8686 -1.5277 0.4030  0.12
H 1.4353 -1.7986 0.7378  0.15
H -0.5109 -2.0417 -0.3955  0.13
H -3.2234 -2.0683 -0.3998  0.16

For the energy, the calculation gives -441.08816 a.u. The orbital gap is 8.78 eV. The max |F| comes out at 11.1 eV/A. As for the SMILES: c1ccc(-c2ccc[nH]2)cc1. The HOMO energy is -7.869 eV.